(1)
Computed, not measured: a structure of composition C21H58AlO19P4 at a distorted geometry, with the ωB97M-V functional and the def2-TZVPD basis.

Structure (XYZ):
```
103
Properties=species:S:1:pos:R:3:forces:R:3
C 1.675 -2.718 -2.396 -1.15 -0.16 0.10
C 1.033 -1.442 -3.095 1.19 0.70 0.11
C 1.054 -1.494 -4.679 -1.30 -0.97 0.19
C -0.377 -1.223 -5.356 1.05 -0.17 -1.21
O -0.569 0.123 -5.780 -0.26 -0.41 1.77
Al -1.004 1.303 -4.409 -0.59 0.71 -0.77
C -0.416 3.180 -5.076 1.26 -0.16 0.16
C 1.070 3.375 -4.523 -1.19 -1.18 0.50
O 2.000 3.793 -5.553 -0.07 0.34 0.24
C -3.008 1.268 -3.908 -0.36 -0.13 -0.31
C -3.951 1.057 -5.189 0.62 0.04 1.38
C -5.403 0.627 -4.741 0.45 -0.35 0.04
O -5.824 1.348 -3.550 -0.29 -0.06 -0.68
H 2.132 -3.388 -3.169 -0.08 0.60 0.81
H 2.396 -2.461 -1.573 -0.52 -0.21 -1.00
H 0.850 -3.311 -1.891 0.88 0.51 -0.53
H -0.001 -1.209 -2.719 1.08 -0.42 -0.36
H 1.670 -0.562 -2.787 -0.87 -0.79 -0.23
H 1.809 -0.817 -5.160 -0.69 -0.57 0.55
H 1.308 -2.565 -4.958 -0.08 1.14 0.15
H -1.223 -1.635 -4.724 0.79 0.45 -0.26
H -0.363 -1.855 -6.303 -0.19 0.50 0.88
H -0.214 1.069 -3.044 0.24 -0.14 0.18
H -1.110 3.989 -4.713 0.77 -0.54 -0.64
H -0.315 3.143 -6.196 -0.37 0.27 0.88
H 1.444 2.377 -4.134 -0.31 1.00 -0.31
H 1.036 4.059 -3.628 0.31 -0.32 -0.88
H 2.890 3.551 -5.264 -0.34 0.06 0.04
H -3.177 0.437 -3.148 0.06 0.69 -0.85
H -3.298 2.220 -3.363 0.28 -0.98 -0.60
H -3.960 2.027 -5.770 -0.15 -1.06 0.49
H -3.422 0.269 -5.805 -1.02 0.74 0.33
H -5.433 -0.467 -4.460 0.19 0.94 -0.66
H -6.148 0.824 -5.557 0.47 -0.21 0.72
H -5.912 0.726 -2.820 0.22 0.12 -0.27
C 7.770 1.516 -5.391 0.26 0.09 0.08
O 7.195 0.371 -4.752 -1.53 2.67 -1.91
P 5.908 -0.374 -5.615 1.46 -8.85 4.53
O 5.530 -1.196 -4.401 -0.28 1.50 -0.32
O 6.995 -1.201 -6.536 -0.62 0.64 -1.02
C 8.101 -1.831 -5.910 0.52 0.20 0.11
O 4.633 -1.077 -6.517 0.67 3.66 -0.96
C 4.459 -0.561 -7.843 -0.18 -0.06 -0.45
H 8.650 1.825 -4.824 -0.08 -0.08 0.02
H 8.075 1.279 -6.415 0.04 0.04 -0.01
H 7.052 2.338 -5.402 0.16 0.11 -0.01
H 7.918 -2.040 -4.855 -0.15 0.09 -0.06
H 8.983 -1.193 -6.008 0.07 -0.07 0.11
H 8.300 -2.772 -6.427 -0.20 0.13 -0.12
H 5.339 -0.771 -8.457 -0.01 -0.01 0.03
H 4.282 0.517 -7.810 -0.17 -0.07 -0.17
H 3.593 -1.046 -8.292 0.00 0.02 0.18
C -3.034 -3.851 3.676 -0.25 0.08 0.29
O -2.312 -2.784 3.051 0.60 -3.61 -0.04
P -1.726 -3.143 1.475 -0.11 9.76 -2.72
O -0.830 -1.921 1.501 0.39 -1.59 0.66
O -3.187 -2.758 0.829 0.18 -1.30 -0.31
C -3.854 -1.578 1.257 -0.47 0.16 0.44
O -1.194 -3.579 -0.091 -0.47 -2.99 2.28
C -1.731 -4.802 -0.606 -0.13 -0.21 -0.41
H -3.466 -3.482 4.607 0.09 0.05 -0.07
H -3.840 -4.207 3.027 -0.03 -0.02 0.03
H -2.356 -4.677 3.905 -0.12 -0.04 0.14
H -3.167 -0.842 1.676 0.10 -0.15 -0.06
H -4.608 -1.839 2.003 0.01 0.13 0.04
H -4.359 -1.137 0.396 0.15 -0.23 -0.07
H -2.815 -4.727 -0.728 0.04 0.02 0.01
H -1.493 -5.633 0.063 0.01 -0.11 -0.19
H -1.282 -4.994 -1.581 0.07 0.13 0.10
C 1.153 -3.630 6.884 0.12 -0.23 -0.20
O -0.076 -2.898 6.805 2.30 0.34 2.69
P -0.005 -1.288 7.404 -7.25 2.98 -5.92
O -1.514 -1.148 7.420 1.34 -0.59 1.11
O 0.613 -0.741 5.985 0.85 0.41 1.53
C 0.008 -1.129 4.752 0.03 -0.57 -0.62
O 0.242 0.246 8.123 2.19 -2.65 1.06
C 1.602 0.591 8.415 0.32 0.29 -0.02
H 1.026 -4.580 6.365 -0.08 0.11 0.02
H 1.968 -3.074 6.410 0.01 -0.05 -0.02
H 1.403 -3.830 7.929 0.08 -0.15 -0.07
H -1.033 -1.430 4.874 0.09 0.03 0.17
H 0.576 -1.954 4.321 -0.15 0.02 -0.11
H 0.051 -0.286 4.061 0.14 0.01 0.22
H 2.188 0.659 7.496 -0.03 -0.02 0.02
H 2.047 -0.151 9.082 0.10 0.18 0.06
H 1.614 1.562 8.911 -0.13 -0.08 -0.01
C -2.048 1.924 6.552 0.31 -0.22 -0.03
O -3.196 2.612 6.031 0.40 0.11 3.49
P -3.693 3.981 6.936 -3.99 4.12 -7.37
O -5.041 4.105 6.254 1.14 -0.80 1.50
O -2.568 4.935 6.209 0.06 0.02 1.36
C -2.460 4.932 4.792 0.34 -0.36 -0.44
O -3.995 5.215 8.084 1.70 -2.98 1.03
C -2.974 5.423 9.065 0.21 0.22 0.19
H -1.745 1.158 5.839 -0.14 0.06 0.05
H -1.214 2.619 6.702 0.02 -0.01 -0.05
H -2.301 1.444 7.498 0.17 -0.20 -0.12
H -3.380 4.605 4.307 -0.02 -0.03 0.18
H -1.638 4.279 4.494 -0.08 -0.01 -0.11
H -2.229 5.947 4.462 -0.03 -0.02 0.25
H -2.046 5.756 8.592 -0.03 -0.03 0.00
H -2.791 4.501 9.624 0.05 0.15 0.14
H -3.310 6.195 9.757 -0.11 -0.07 -0.10
```
Forces are in eV/Å.

Output
Net charge   -1
Largest force on an atom   0.1970 hartree/bohr
Energy   -3872.08161 Ha
Frontier orbital gap   0.112 Eh


(2)
Computed, not measured: a cluster of 8 separate species, C21H58O8 in total at a distorted geometry, with the ωB97M-V functional and the def2-TZVPD basis.

Structure (XYZ):
```
87
Properties=species:S:1:pos:R:3:forces:R:3
O 0.037 0.561 -0.049 0.13 0.05 -0.39
H 0.461 0.361 0.785 0.17 -0.13 0.26
H -0.888 0.673 0.172 -0.31 -0.01 0.08
C 0.357 -4.767 -0.299 -0.32 -2.13 0.03
C 0.744 -5.312 -1.691 -1.53 2.44 -0.02
C -0.407 -5.077 -2.685 0.32 -0.77 0.88
O 1.769 -4.475 -2.130 2.04 -0.05 -0.61
H 1.216 -5.033 0.317 -0.14 0.63 0.43
H -0.491 -5.354 0.052 -0.11 -0.17 0.34
H 0.020 -3.733 -0.222 0.57 0.12 -0.44
H 1.110 -6.338 -1.651 -0.06 0.07 0.02
H -0.575 -4.001 -2.702 -0.18 0.06 -0.10
H -1.293 -5.560 -2.274 -0.26 -0.10 -0.57
H -0.111 -5.412 -3.679 -0.34 -0.12 0.02
H 1.382 -3.632 -2.381 0.04 0.15 -0.04
C 1.762 4.470 -1.558 0.09 0.46 -1.13
C 3.048 5.266 -1.392 0.98 -0.29 0.13
C 4.147 4.360 -0.820 0.70 0.67 0.30
O 3.587 5.807 -2.647 -1.10 -0.68 0.90
H 1.217 4.249 -0.640 0.26 0.03 0.04
H 2.031 3.549 -2.075 -0.15 -0.31 0.19
H 1.111 4.994 -2.257 -0.25 0.16 0.19
H 2.918 6.146 -0.762 -0.08 -0.05 0.01
H 5.092 4.877 -0.988 0.13 0.02 0.02
H 4.242 3.392 -1.313 -0.34 -0.04 -0.16
H 4.121 4.184 0.256 -0.46 -0.04 0.04
H 3.809 5.003 -3.122 0.22 0.04 -0.53
C 1.720 -2.401 5.127 0.96 -0.88 -0.47
C 0.278 -2.180 4.842 -0.81 1.28 0.62
C -0.400 -1.558 6.063 0.54 0.36 -0.59
O 0.182 -1.258 3.709 0.46 -0.96 0.54
H 1.896 -3.064 5.974 -0.38 0.08 0.26
H 2.284 -1.486 5.309 -0.14 0.07 -0.22
H 2.133 -2.969 4.294 0.40 0.35 -0.21
H -0.212 -3.139 4.677 -0.07 -0.06 -0.65
H 0.150 -0.647 6.297 -0.14 0.21 0.06
H -0.299 -2.208 6.932 -0.46 -0.10 -0.08
H -1.421 -1.296 5.787 -0.19 -0.13 0.50
H -0.708 -0.908 3.627 -0.25 -0.17 0.15
C 0.619 -1.206 -5.791 -0.45 0.09 0.30
C 0.487 -0.188 -4.603 0.71 -1.21 -2.14
C -0.938 0.176 -4.343 -0.65 -0.35 -0.07
O 1.112 -0.793 -3.508 0.18 -0.20 0.77
H -0.070 -2.039 -5.656 -0.27 0.03 0.17
H 1.585 -1.697 -5.913 0.29 0.47 0.41
H 0.383 -0.756 -6.755 -0.09 0.23 0.07
H 1.033 0.704 -4.913 0.17 0.29 0.12
H -1.009 0.968 -3.597 -0.17 0.23 -0.21
H -1.516 -0.673 -3.979 0.19 -0.24 0.22
H -1.418 0.410 -5.293 -0.02 0.61 0.11
H 0.805 -0.327 -2.727 0.11 0.01 0.45
C -4.060 -2.325 1.106 0.64 0.04 -0.18
C -4.595 -1.024 1.716 0.07 -0.72 -1.06
C -5.421 -1.225 2.925 -0.63 -0.35 1.08
O -3.487 -0.180 1.982 0.33 -0.01 -0.29
H -3.557 -2.170 0.151 -0.22 0.44 -0.19
H -4.821 -3.082 0.916 -0.18 0.15 0.28
H -3.254 -2.762 1.695 -0.22 -0.05 0.53
H -5.295 -0.611 0.990 0.30 0.56 -0.48
H -4.902 -1.831 3.667 -0.05 0.01 0.14
H -6.369 -1.696 2.664 0.04 -0.26 0.01
H -5.702 -0.270 3.369 0.15 0.12 0.11
H -3.807 0.693 2.223 -0.09 0.17 0.05
C -5.733 5.855 1.458 0.30 0.58 -0.99
C -5.411 4.405 1.050 -0.72 0.90 0.59
C -4.765 4.119 -0.315 -0.19 -0.24 1.05
O -4.548 3.949 2.083 0.68 -0.69 0.06
H -6.117 5.942 2.475 -0.14 -0.37 0.04
H -6.432 6.384 0.810 -0.19 -0.24 -0.16
H -4.825 6.458 1.444 0.22 -0.10 -0.04
H -6.334 3.845 1.199 -0.27 -0.25 -0.68
H -5.486 4.044 -1.130 0.00 0.40 0.08
H -4.336 3.124 -0.201 0.17 -0.04 -0.15
H -3.954 4.815 -0.528 -0.14 0.05 -0.11
H -5.059 4.098 2.882 0.30 -0.08 0.31
C 7.279 -0.552 -0.373 1.38 -1.20 0.16
C 5.941 -1.183 -0.679 -0.10 -0.14 0.90
C 4.889 -1.220 0.407 -0.66 1.14 1.00
O 5.575 -0.454 -1.784 -1.05 1.30 -1.85
H 7.811 -1.056 0.434 -0.22 0.23 0.46
H 7.326 0.532 -0.277 -0.62 -0.11 0.30
H 7.924 -0.777 -1.223 -0.04 0.08 -0.27
H 6.006 -2.236 -0.955 0.76 -0.28 -0.12
H 4.664 -0.300 0.947 0.74 0.71 -0.17
H 5.144 -1.892 1.226 -0.16 -0.52 -0.36
H 3.891 -1.372 -0.005 0.06 -0.97 -0.20
H 4.727 -0.708 -2.156 -0.15 -0.24 0.13
```
Forces are in eV/Å.

Output
Largest force on an atom   0.0560 hartree/bohr
SMILES   CC(C)O.CC(C)O.CC(C)O.CC(C)O.CC(C)O.CC(C)O.CC(C)O.O
Energy   -1436.73848 Ha
Frontier orbital gap   0.362 Eh
Energy above the lowest of the compared OMol25 structures with the same formula, charge and spin   245.6 kJ/mol